13
Properties=species:S:1:pos:R:3 method="wB97M-V/def2-TZVPD" e_lumo_ev=0.3557 total_charge=0 spin_multiplicity=1 homo_lumo_gap_ev=8.42
O 1.4734 -2.3913 1.3421
C 0.5964 -1.6774 0.8896
C 0.7349 -0.8645 -0.2910
N -0.2438 -0.0340 -0.6272
C -0.7126 1.0159 -1.2000
C -1.4432 0.5612 -0.0170
H -0.3970 -1.5980 1.3924
H 1.6254 -0.8907 -0.9076
H 1.4264 1.2850 0.4404
H -0.4762 1.7300 -1.9679
H 1.0608 1.8488 0.1049
H -1.2678 1.0054 0.9690
H -2.3770 0.0095 -0.1276